1.
C5H13NO | ωB97M-V/def2-TZVPD

Computed properties:
SMILES = CN1CCCC1.O
Calculated total energy = -8930.187 eV
HOMO = -0.31168 Eh
Energy relative to the best compared isomer or geometry (same formula, charge and spin) = 368.9 kJ/mol
LUMO level = 0.42 eV

XYZ file:
```
20
Properties=species:S:1:pos:R:3:lowdin_charge:R:1
C 0.449 -0.832 -2.595 -0.053
N 0.398 -0.883 -1.052 -0.243
C -0.867 -0.189 -0.582 -0.224
C -0.529 1.317 -0.519 -0.195
C 0.999 1.295 0.014 -0.179
C 1.437 -0.180 -0.307 -0.216
H -0.423 -1.286 -2.972 0.051
H 1.471 -1.220 -2.865 0.096
H 0.243 0.222 -2.815 0.063
H -1.781 -0.246 -1.280 0.118
H -1.325 -0.785 0.277 0.124
H -1.146 1.845 0.288 0.111
H -0.252 1.976 -1.446 0.121
H 0.934 1.435 1.154 0.101
H 1.668 2.184 -0.436 0.127
H 2.268 -0.546 -0.886 0.104
H 1.234 -0.719 0.595 0.094
O -1.629 -1.354 5.519 -0.131
H -2.160 -0.490 5.052 0.149
H -0.990 -1.543 4.856 -0.018
```

=====

2.
C55H74BrN2O9P4S2 | ωB97M-V/def2-TZVPD

Computed properties:
Calculated total energy = -208508.758 eV
HOMO = -0.38869 Eh
Energy relative to the best compared isomer or geometry (same formula, charge and spin) = 0.0 kJ/mol
LUMO level = -2.97 eV
Charge = +1

XYZ file:
```
147
Properties=species:S:1:pos:R:3:lowdin_charge:R:1
C -1.747 2.732 1.920 -0.072
C -1.318 1.392 1.320 -0.257
C -0.508 1.607 0.024 -0.188
C 0.189 0.349 -0.501 -0.274
C -0.190 0.017 -1.961 -0.598
C -1.625 -0.660 -1.872 -0.412
S -3.101 0.150 -2.579 0.873
C -4.087 0.496 -1.102 -0.540
C -5.572 0.625 -1.479 -0.148
P -0.323 1.470 -3.169 0.962
P -0.162 0.548 -5.116 0.252
O -0.318 1.641 -6.077 -0.305
O -1.265 -0.599 -5.186 -0.157
O 1.300 -0.113 -5.255 -0.162
O 0.688 -0.956 -2.533 -0.125
C 1.146 -1.882 -1.582 -0.300
C 1.753 -3.053 -2.342 -0.195
O 0.814 -3.721 -3.133 -0.105
C -0.263 -4.372 -2.470 -0.233
C 0.073 -5.063 -1.161 -0.062
C 2.042 -1.283 -0.444 -0.737
N 1.807 -1.997 0.792 -0.011
S 3.820 -1.553 -0.745 0.896
N 1.706 0.214 -0.199 -0.235
P 1.877 0.567 1.766 0.698
O 2.076 2.139 1.745 -0.328
Br 3.871 -0.112 2.402 0.466
P 2.707 1.378 -1.087 0.393
O 2.127 2.720 -1.119 -0.240
O 4.076 1.418 -0.289 -0.196
O 2.962 0.791 -2.524 -0.115
H -1.969 2.655 2.979 0.078
H -2.647 3.078 1.413 0.077
H -0.982 3.486 1.740 0.074
H -0.794 0.756 2.032 0.068
H -2.219 0.845 1.034 0.088
H -1.244 1.917 -0.720 0.093
H 0.152 2.460 0.157 0.092
H -0.212 -0.465 0.104 0.116
H -1.905 -0.802 -0.831 0.069
H -1.542 -1.593 -2.419 0.063
H -3.763 1.419 -0.623 0.057
H -3.942 -0.307 -0.381 0.068
H -5.773 0.160 -2.440 0.057
H -5.837 1.676 -1.542 0.073
H -6.183 0.166 -0.708 0.074
H 0.861 2.223 -3.172 -0.065
H -1.205 -1.054 -6.038 0.099
H 1.288 -0.978 -5.680 0.082
H 0.257 -2.269 -1.064 0.129
H 2.475 -2.640 -3.047 0.126
H 2.317 -3.732 -1.701 0.111
H -0.643 -5.116 -3.165 0.127
H -1.088 -3.669 -2.321 0.104
H -0.585 -5.905 -0.959 0.080
H 1.086 -5.465 -1.156 0.085
H -0.008 -4.404 -0.294 0.058
H 2.168 -2.938 0.682 0.093
H 0.814 -2.072 0.993 0.094
H 3.835 -1.366 -2.069 -0.082
H 2.998 2.425 1.647 0.058
H 4.611 2.133 -0.669 0.114
H 3.007 1.534 -3.147 0.109
C -3.619 -6.835 1.248 -0.100
C -4.138 -8.116 1.369 -0.096
C -3.405 -9.103 2.015 -0.088
C -2.156 -8.808 2.544 -0.090
C -1.637 -7.527 2.423 -0.114
C -2.367 -6.542 1.772 -0.115
H -4.190 -6.066 0.743 0.103
H -5.116 -8.345 0.963 0.089
H -3.809 -10.103 2.108 0.106
H -1.587 -9.577 3.050 0.107
H -0.662 -7.297 2.834 0.102
H -1.962 -5.542 1.673 0.092
C 0.616 8.073 -1.801 -0.084
C 1.457 6.992 -1.580 -0.089
C 0.990 5.697 -1.742 -0.098
C -0.322 5.479 -2.124 -0.097
C -1.167 6.554 -2.361 -0.089
C -0.699 7.852 -2.195 -0.089
H 0.982 9.083 -1.672 0.104
H 2.483 7.165 -1.284 0.071
H 1.654 4.863 -1.568 0.061
H -0.670 4.461 -2.236 0.069
H -2.191 6.383 -2.669 0.102
H -1.358 8.691 -2.371 0.103
C 7.144 8.285 0.271 -0.086
C 6.737 7.491 1.336 -0.090
C 5.650 6.641 1.189 -0.109
C 4.971 6.590 -0.019 -0.114
C 5.374 7.382 -1.083 -0.103
C 6.464 8.230 -0.939 -0.084
H 7.992 8.946 0.384 0.104
H 7.269 7.532 2.277 0.103
H 5.325 6.020 2.014 0.093
H 4.121 5.925 -0.131 0.086
H 4.843 7.335 -2.025 0.099
H 6.782 8.847 -1.768 0.105
C -3.167 -5.915 6.769 -0.097
C -3.117 -6.573 5.548 -0.091
C -4.270 -6.727 4.791 -0.083
C -5.474 -6.212 5.254 -0.087
C -5.524 -5.551 6.474 -0.097
C -4.372 -5.405 7.233 -0.099
H -2.268 -5.801 7.361 0.099
H -2.178 -6.969 5.185 0.088
H -4.231 -7.246 3.845 0.070
H -6.374 -6.329 4.664 0.101
H -6.463 -5.150 6.834 0.101
H -4.413 -4.895 8.187 0.100
C 6.080 4.882 -5.114 -0.092
C 7.373 5.231 -5.479 -0.086
C 8.408 5.125 -4.560 -0.086
C 8.154 4.663 -3.276 -0.091
C 6.863 4.309 -2.914 -0.112
C 5.826 4.422 -3.830 -0.113
H 5.273 4.970 -5.830 0.104
H 7.574 5.589 -6.480 0.105
H 9.414 5.405 -4.844 0.105
H 8.960 4.580 -2.560 0.104
H 6.663 3.952 -1.910 0.088
H 4.814 4.157 -3.543 0.086
C 3.720 7.297 5.000 -0.091
C 3.306 6.480 6.043 -0.093
C 2.238 5.611 5.862 -0.098
C 1.590 5.554 4.636 -0.105
C 2.006 6.370 3.592 -0.100
C 3.069 7.244 3.776 -0.104
H 4.551 7.977 5.142 0.103
H 3.813 6.521 6.998 0.102
H 1.911 4.979 6.678 0.100
H 0.757 4.876 4.495 0.093
H 1.500 6.328 2.635 0.098
H 3.389 7.882 2.962 0.099
C -9.302 -9.310 0.741 -0.095
C -7.982 -9.731 0.830 -0.104
C -7.272 -10.034 -0.324 -0.111
C -7.878 -9.910 -1.566 -0.096
C -9.196 -9.487 -1.655 -0.095
C -9.909 -9.190 -0.501 -0.094
H -9.858 -9.077 1.640 0.101
H -7.509 -9.825 1.799 0.099
H -6.245 -10.370 -0.255 0.095
H -7.322 -10.144 -2.465 0.100
H -9.669 -9.389 -2.623 0.101
H -10.939 -8.865 -0.570 0.102
```